108
Properties=species:S:1:pos:R:3 method="wB97M-V/def2-TZVPD" fmax_ev_per_a=0.9 gap_ev="7.791 / 5.563" total_charge=+1 lumo_energy_ev="-2.88 / -5.65" spin_multiplicity=5 homo_energy_ha="-0.39230 / -0.41223"
Pd -1.125 0.487 -0.189
C -5.351 -1.196 5.530
C -4.290 -0.681 4.613
C -3.697 0.563 4.853
C -2.753 1.063 4.001
C -2.354 0.358 2.828
N -1.442 0.917 2.018
C -0.588 1.936 2.410
C 0.174 1.790 3.580
C 1.162 2.693 3.915
C 1.417 3.800 3.115
C 2.492 4.798 3.431
C 0.629 3.982 1.977
C -0.355 3.080 1.612
C -1.274 3.374 0.414
O -2.104 2.338 0.087
C -0.446 3.770 -0.855
F -1.218 3.809 -1.936
F 0.490 2.797 -1.072
F 0.221 4.921 -0.784
C -2.206 4.561 0.811
F -1.524 5.684 1.068
F -2.882 4.227 1.919
F -3.082 4.823 -0.157
C -2.981 -0.906 2.567
C -3.907 -1.389 3.470
C -2.709 -1.692 1.278
O -1.498 -1.434 0.681
C -3.927 -1.427 0.327
F -3.971 -0.109 0.007
F -5.112 -1.709 0.866
F -3.816 -2.121 -0.808
C -2.675 -3.239 1.529
F -2.155 -3.869 0.467
F -1.899 -3.518 2.584
F -3.885 -3.781 1.751
H -5.074 -1.030 6.571
H -6.281 -0.648 5.357
H -5.544 -2.256 5.379
H -4.003 1.138 5.719
H -2.322 2.038 4.180
H -0.011 0.922 4.203
H 1.751 2.536 4.811
H 3.108 4.480 4.270
H 3.131 4.952 2.560
H 2.052 5.767 3.673
H 0.806 4.862 1.375
H -4.392 -2.336 3.293
F 7.340 1.291 1.554
C 6.684 1.906 0.553
F 7.410 1.726 -0.566
F 6.670 3.220 0.823
C 5.297 1.343 0.391
C 5.175 0.019 -0.022
C 3.918 -0.532 -0.177
C 2.783 0.241 0.070
C 2.916 1.556 0.494
C 4.178 2.110 0.659
P 1.137 -0.536 -0.091
C 1.269 -1.810 1.209
C 0.933 -1.426 2.503
C 0.997 -2.330 3.546
C 1.410 -3.630 3.290
C 1.777 -4.015 2.010
C 1.705 -3.107 0.966
C 1.444 -4.657 4.389
F 0.527 -5.621 4.179
F 2.645 -5.262 4.453
F 1.195 -4.121 5.594
C 1.231 -1.471 -1.651
C 2.029 -1.054 -2.712
C 1.984 -1.732 -3.920
C 1.124 -2.806 -4.073
C 0.333 -3.239 -3.015
C 0.384 -2.571 -1.808
C 0.993 -3.503 -5.397
F 1.521 -4.733 -5.388
F -0.316 -3.643 -5.737
F 1.580 -2.815 -6.395
H 6.061 -0.569 -0.220
H 3.820 -1.563 -0.492
H 2.034 2.154 0.693
H 4.295 3.133 0.986
H 0.601 -0.413 2.681
H 0.721 -2.040 4.550
H 2.117 -5.026 1.825
H 1.974 -3.424 -0.033
H 2.685 -0.202 -2.602
H 2.615 -1.415 -4.739
H -0.333 -4.083 -3.142
H -0.248 -2.886 -0.986
C -3.012 -0.675 -7.309
C -2.009 -0.024 -6.426
C -0.899 0.654 -6.853
C -0.021 1.179 -5.890
N -0.233 1.033 -4.585
C -1.321 0.397 -4.174
S -1.793 0.188 -2.557
N -2.195 -0.123 -5.092
C 1.209 1.914 -6.295
H -2.822 -0.447 -8.353
H -4.022 -0.352 -7.050
H -2.961 -1.758 -7.176
H -0.703 0.776 -7.907
H -3.003 -0.607 -4.722
H 1.143 2.266 -7.322
H 2.067 1.243 -6.217
H 1.379 2.751 -5.620